[1]
Here is a 12-piece molecular cluster, C14H52N6O12 overall in a non-equilibrium geometry from the Open Molecules 2025 dataset. Energies are from ωB97M-V with the def2-TZVPD basis set.

The value obtained for the energy relative to the best compared isomer or geometry (same formula, charge and spin) is 97.2 kcal/mol. As for the SMILES: NC(N)=O.NC(N)=O.NC(N)=O.CCO.CCO.CO.CO.CO.CO.CO.CO.CO.

Atoms and positions in Å:
C 6.0130 21.0740 -17.0840
C 4.7770 20.7870 -17.9240
O 5.0870 19.8340 -18.9520
H 6.7540 21.6270 -17.5990
H 6.7080 20.3380 -16.5980
H 5.8340 21.7220 -16.2180
H 4.3270 21.7330 -18.2870
H 4.0110 20.3330 -17.3410
H 4.6390 18.9900 -18.9250
C 4.0150 15.2250 -16.3820
C 4.4100 16.3770 -15.4960
O 3.9560 17.6130 -16.1160
H 2.9950 15.1080 -16.5380
H 4.3640 14.3130 -15.9330
H 4.4450 15.3590 -17.3680
H 5.4870 16.3700 -15.3830
H 3.9370 16.1690 -14.5640
H 4.6020 18.3020 -15.8400
C 2.9130 16.7970 -19.4760
O 1.6080 16.8560 -18.9090
N 3.8830 17.3440 -18.8750
N 3.0470 16.1770 -20.5990
H 3.7310 17.7030 -17.9050
H 4.8980 17.1540 -19.0700
H 2.1680 15.7630 -21.0420
H 3.8770 16.2260 -21.1680
C 6.7880 16.8770 -17.9940
O 7.1890 15.7410 -17.3410
N 6.8340 18.0180 -17.3820
N 6.4400 16.9360 -19.2740
H 7.2600 17.9030 -16.4250
H 6.4900 18.9290 -17.7010
H 6.5060 16.0580 -19.7820
H 6.5400 17.7170 -19.9120
C 6.3340 15.1070 -21.9080
O 5.1260 15.5910 -22.4380
N 6.4520 14.6120 -20.7030
N 7.4240 15.1670 -22.6280
H 5.5700 14.2890 -20.2610
H 7.2990 14.0510 -20.3610
H 7.2290 15.5570 -23.5350
H 8.3230 15.3500 -22.2040
C 9.2760 14.2610 -18.8060
O 8.6660 13.4940 -19.8230
H 10.3250 14.0220 -18.8640
H 8.8860 13.9950 -17.8540
H 9.2730 15.3010 -18.8820
H 8.9230 12.6070 -19.6460
C 10.7110 16.8580 -16.8390
O 11.4540 16.5890 -15.6770
H 10.6520 17.8930 -17.0380
H 9.7170 16.4450 -16.8160
H 11.2410 16.4200 -17.7020
H 12.2440 17.1480 -15.7530
C 5.2730 18.9780 -21.7420
O 6.6610 18.8050 -21.3740
H 4.7080 18.1010 -21.4750
H 5.2190 19.1150 -22.7990
H 4.8770 19.8630 -21.2870
H 7.1840 18.6820 -22.1420
C 6.8610 12.1150 -17.7310
O 6.1620 13.1980 -17.2800
H 6.4910 11.1860 -17.3830
H 7.8310 12.1520 -17.3350
H 6.7860 12.0450 -18.7700
H 6.7030 14.0050 -17.2840
C 4.9480 19.1810 -13.3020
O 5.3570 19.3270 -14.6490
H 3.9500 18.8520 -13.1260
H 5.2590 20.0540 -12.6980
H 5.6110 18.3790 -13.0500
H 6.2320 19.7380 -14.5580
C 8.0560 16.5840 -14.2370
O 7.9170 17.8730 -14.7550
H 8.9150 16.4800 -13.5720
H 8.0650 15.8100 -15.0120
H 7.2060 16.3200 -13.5990
H 8.1320 18.4970 -14.0830
C 9.6390 18.3000 -19.7460
O 9.0790 19.0870 -18.7450
H 9.5160 17.2720 -19.4290
H 10.6970 18.6400 -19.9230
H 9.1100 18.3230 -20.6430
H 8.3470 18.5730 -18.4070

[2]
Here is a 2-piece molecular cluster, C4H10Cl2F2N2P2 overall in a non-equilibrium geometry from the Open Molecules 2025 dataset. Energies are from ωB97M-V with the def2-TZVPD basis set.

The value obtained for the energy relative to the best compared isomer or geometry (same formula, charge and spin) is 5.0 kcal/mol.

Atoms and positions in Å:
C -0.1429 0.6850 -1.3156
C 0.6862 -0.7250 2.5278
C -0.6811 -0.7620 -0.9411
C -0.2166 -0.3150 1.4131
N 3.6503 -0.5889 0.4960
N -0.2788 -1.1791 0.3676
F 2.4454 -2.6540 0.8040
F 2.8289 -2.2047 -1.3171
P 4.4382 0.7917 0.3558
P 2.3583 -1.3673 -0.0493
Cl 4.2561 1.2514 -1.6668
Cl 3.0692 2.0789 1.0612
H 0.8615 0.6102 -1.0290
H -0.4910 0.8143 -2.3932
H -0.6138 1.4524 -0.6120
H 0.4874 -0.1384 3.3861
H 0.5421 -1.8072 2.9862
H 1.7130 -0.6858 2.2680
H -1.8384 -0.9346 -0.9595
H -0.1851 -1.4349 -1.7123
H -1.1720 -0.1531 1.9431
H 0.1806 0.8076 1.1410

[3]
Here is a 2-piece molecular cluster, C4H9N2O overall in a non-equilibrium geometry from the Open Molecules 2025 dataset. Energies are from ωB97M-V with the def2-TZVPD basis set.

The value obtained for the energy relative to the best compared isomer or geometry (same formula, charge and spin) is 80.2 kcal/mol. The expectation value of S² is 0.755. As for the spin multiplicity: 2. The total charge is +2.

Atoms and positions in Å:
C -0.8300 -1.2327 1.3857
C -1.0680 -2.2749 0.5756
C -0.2552 1.0073 1.7702
N -0.1572 -0.0273 1.0032
H -1.2187 -1.1821 2.4241
H -0.8388 -2.2856 -0.4898
H -1.5968 -3.1601 0.9836
H 0.1225 1.9579 1.4488
H -0.6938 0.8714 2.7699
H 0.2535 0.0750 0.0242
C 0.8472 1.6287 -2.2040
N 1.1133 0.4503 -1.5003
O 0.0920 1.7089 -3.1472
H 1.4262 2.4638 -1.7990
H 2.0418 0.3021 -1.2216
H 0.7619 -0.3026 -2.0234

[4]
Here is one molecule with the formula C7H9N in a non-equilibrium geometry from the Open Molecules 2025 dataset. Energies are from ωB97M-V with the def2-TZVPD basis set.

The value obtained for the energy relative to the best compared isomer or geometry (same formula, charge and spin) is 143.6 kcal/mol.

Atoms and positions in Å:
C -1.5879 0.7134 -1.4610
N -0.1079 0.7003 -1.6254
C 0.5217 0.2598 -0.4535
C 1.2891 -0.9088 -0.4655
C 1.4186 -1.3892 0.7834
C 0.7659 -0.5193 1.7651
C -0.6531 -0.0494 1.6816
C 0.2813 0.7439 0.8938
H -2.0004 1.6125 -1.9085
H -2.0313 -0.1944 -1.8651
H -1.8765 0.7013 -0.4110
H 0.2064 1.6639 -1.7306
H 1.4226 -1.5336 -1.3430
H 1.8060 -2.3673 1.0394
H 1.2974 -0.4073 2.6941
H -1.3566 -0.7943 1.3196
H 0.6049 1.7686 1.0865

[5]
Here is C37H39BrN5O4W as an isolated structure from the Open Molecules 2025 dataset. Energies are from ωB97M-V with the def2-TZVPD basis set.

The value obtained for the energy relative to the best compared isomer or geometry (same formula, charge and spin) is 0.0 kcal/mol. The total charge is +3.

Atoms and positions in Å:
W 1.0229 1.0032 -0.5329
C 0.8053 3.2015 1.9454
N 1.6602 2.0415 1.5575
C 3.1043 2.5204 1.3988
C 3.5675 3.0286 0.0494
C 2.5490 3.8892 -0.6585
N 1.5136 2.9684 -1.2227
C 1.1044 3.2993 -2.4292
C 0.7202 2.4007 -3.4530
C 0.1762 2.8595 -4.6710
C 0.1105 2.0161 -5.7506
C 0.6420 0.7212 -5.6581
C 1.2179 0.2546 -4.4895
C 1.2278 1.0821 -3.3822
O 1.7975 0.6668 -2.2268
C 1.8015 1.2332 2.8610
C 0.6004 0.8682 3.7293
C -0.4055 -0.1656 3.1994
N -0.2718 -2.2651 1.6834
C 0.1091 -1.9553 0.2868
C 1.4835 -2.3284 -0.1937
C 1.6975 -3.6526 -0.5589
C 2.9541 -4.0820 -0.9578
C 4.0146 -3.1865 -1.0107
C 3.8226 -1.8574 -0.6699
C 2.5647 -1.4561 -0.2647
O 2.3604 -0.0966 0.0283
H 1.2164 3.6708 2.8403
H -0.2007 2.8580 2.1711
H 0.7838 3.9642 1.1727
H 3.7457 1.6911 1.6869
H 3.2301 3.3082 2.1436
H 3.8523 2.2093 -0.6165
H 4.4772 3.6028 0.2285
H 3.0195 4.4044 -1.4925
H 2.1164 4.6465 -0.0063
H 1.2051 4.3486 -2.7037
H -0.1789 3.8801 -4.7445
H -0.3176 2.3562 -6.6830
H 0.6138 0.0748 -6.5258
H 1.6496 -0.7350 -4.4226
H 2.4234 1.8732 3.4900
H 2.4151 0.3683 2.6220
H 0.0831 1.7604 4.0797
H 1.0824 0.4580 4.6202
H -1.3307 0.3050 2.8679
H -0.6820 -0.8643 3.9906
H -0.6406 -2.2840 -0.4331
H 0.8763 -4.3589 -0.5123
H 3.1064 -5.1181 -1.2269
H 4.9940 -3.5204 -1.3249
H 4.6320 -1.1404 -0.7130
O -0.8434 2.4356 -0.1945
C -2.1405 2.4180 -0.7657
C -2.8559 3.5814 -0.9209
C -4.1190 3.4928 -1.5030
C -4.6224 2.2713 -1.9258
C -3.8705 1.1141 -1.7683
C -2.6221 1.1867 -1.1716
C -1.7201 0.0369 -0.9216
O -0.4251 0.3468 -1.4836
N -1.4641 -0.1104 0.5165
N -0.0876 -0.4725 0.6717
C 0.2005 -0.9477 2.0783
C 0.1504 -3.4147 2.3804
Br 1.9712 -3.4199 3.0025
C -0.6584 -4.4255 2.6843
C -2.0804 -4.5329 2.3229
C -2.5738 -4.1690 1.0696
C -3.9249 -4.2854 0.7827
C -4.8020 -4.7564 1.7508
C -4.3185 -5.1374 2.9944
C -2.9643 -5.0417 3.2739
H -0.6661 3.3255 0.1363
H -2.4648 4.5390 -0.5935
H -4.7075 4.3920 -1.6241
H -5.6033 2.2203 -2.3772
H -4.2590 0.1581 -2.0974
H -2.0371 -0.8815 -1.4194
H -2.0386 -0.8329 0.9554
H 1.2871 -0.9826 2.1552
H -0.2431 -5.2291 3.2824
H -1.8862 -3.8653 0.2879
H -4.2941 -4.0406 -0.2052
H -5.8556 -4.8535 1.5267
H -4.9943 -5.5272 3.7432
H -2.5892 -5.3597 4.2391

[6]
Here is one molecule with the formula C6H2N2O8 in a non-equilibrium geometry from the Open Molecules 2025 dataset. Energies are from ωB97M-V with the def2-TZVPD basis set.

The value obtained for the energy relative to the best compared isomer or geometry (same formula, charge and spin) is 0.8 kcal/mol. As for the SMILES: O=C1C(O)=C([N+](=O)[O-])C(=O)C(O)=C1[N+](=O)[O-].

Atoms and positions in Å:
O 2.4205 0.6234 -0.9642
O -2.5052 -0.5476 0.7855
O 1.4888 3.2469 0.5204
O -0.9244 -3.1284 1.5529
O 0.4659 3.2782 -1.4978
O -0.8340 -3.3684 -0.6113
O -1.8452 2.0027 0.5999
O 1.7891 -2.0606 -0.5192
C 1.2904 0.3733 -0.5275
C -1.3235 -0.3272 0.4974
C -0.9245 1.0746 0.2754
C 0.9104 -1.0451 -0.2369
C 0.3316 1.4087 -0.1900
C -0.3455 -1.3859 0.2887
N 0.7643 2.7552 -0.3664
N -0.7148 -2.7095 0.4199
H -2.6602 1.5425 0.8943
H 2.6165 -1.7327 -0.9214

[7]
Here is C3H14N3P3 as an isolated structure in a non-equilibrium geometry from the Open Molecules 2025 dataset. Energies are from ωB97M-V with the def2-TZVPD basis set.

The value obtained for the energy relative to the best compared isomer or geometry (same formula, charge and spin) is 35.3 kcal/mol.

Atoms and positions in Å:
C 1.8202 1.2959 1.1887
C 0.8808 1.7655 -1.0999
C 0.9426 0.7350 -0.0207
N -0.3822 -1.5491 -1.1731
N -0.3551 0.2316 0.4857
N -0.5721 -1.0651 0.1118
P -0.5570 -3.2554 -1.0850
P -1.9809 1.4666 0.0573
P -1.5272 -2.0401 1.0977
H 1.3190 2.0102 1.7710
H 2.3351 0.4680 1.7521
H 2.4997 1.7961 0.5377
H 1.8258 2.2080 -1.3275
H 0.1520 2.5370 -0.9693
H 0.4109 1.2904 -2.0264
H 1.5213 -0.1415 -0.2819
H -1.1627 -1.2119 -1.7242
H 0.5199 -3.4398 -0.2692
H 0.2852 -3.5669 -2.1986
H -2.6848 0.9189 1.0696
H -1.3528 2.4144 1.0837
H -2.7739 -1.4489 0.8288
H -1.1638 -1.4189 2.1915

[8]
Here is C17H17AsClF6N4O2STi as an isolated structure in a non-equilibrium geometry from the Open Molecules 2025 dataset. Energies are from ωB97M-V with the def2-TZVPD basis set.

The value obtained for the total energy is -5570.344114 hartree. The total charge is +1.

Atoms and positions in Å:
Ti -15.5669 -1.0218 7.3809
C -19.9973 0.3102 3.4113
C -19.6677 -1.1457 3.7746
N -18.2536 -1.3341 3.9802
C -17.6368 -1.0506 5.1116
S -16.1348 -1.9325 5.3242
N -18.1832 -0.2289 5.9664
N -17.4493 -0.0715 7.0487
C -17.9500 0.6956 7.9699
C -19.3102 1.3052 7.9876
C -17.0161 0.9659 9.0756
C -17.3020 1.7427 10.1706
C -16.2577 1.9684 11.1268
C -15.0286 1.3709 10.9121
C -14.8799 0.4344 9.8876
N -15.8697 0.2763 8.9850
H -21.0338 0.4519 3.4760
H -19.6844 0.5471 2.3594
H -19.4646 1.0187 4.0606
H -20.0651 -1.8648 3.0438
H -20.1507 -1.3319 4.7681
H -17.8645 -2.0561 3.4908
H -19.3494 2.2745 8.4614
H -19.9530 0.6774 8.6236
H -19.7517 1.4496 7.0561
H -18.2862 2.2039 10.2634
H -16.4836 2.6575 11.9526
H -14.2114 1.6340 11.5516
H -13.9703 -0.0528 9.7114
Cl -14.6413 4.4986 1.6806
C -14.2337 3.4834 2.9986
C -14.9507 2.2741 3.1410
C -14.8357 1.5828 4.3209
C -13.9790 2.0214 5.3686
C -13.2788 3.2631 5.2060
C -13.4803 3.9878 4.0477
C -13.7860 1.3114 6.6752
O -13.3387 1.7888 7.7199
O -14.4311 0.0803 6.6791
H -15.5147 1.8019 2.3391
H -15.3320 0.6189 4.4836
H -12.5993 3.6162 5.9999
H -12.9896 5.0175 3.9222
F -16.5962 -2.2571 8.7666
As -15.5487 -3.6078 9.2735
F -14.8062 -2.4782 10.3298
F -16.5444 -4.2143 10.4769
F -16.1765 -4.3459 7.8855
F -14.1960 -4.6076 9.5004
F -14.4267 -2.4555 7.9016

[9]
Here is one molecule with the formula C5H8BrN in a non-equilibrium geometry from the Open Molecules 2025 dataset. Energies are from ωB97M-V with the def2-TZVPD basis set.

The value obtained for the energy relative to the best compared isomer or geometry (same formula, charge and spin) is 125.8 kcal/mol.

Atoms and positions in Å:
C 0.6444 1.3352 -0.0195
C 1.4797 -2.5168 -0.6208
C -0.3272 0.5824 -0.7331
C 0.8830 -1.3381 -0.4519
C -1.9265 0.7164 1.0110
N -1.5269 0.5636 -0.3776
Br 2.1528 0.1614 0.2781
H 1.1140 2.2401 -0.4989
H 0.2892 1.8621 0.9549
H 2.5176 -2.8097 -0.8762
H 0.7813 -3.1721 -1.1086
H -0.0375 0.3286 -1.6898
H -2.9448 0.3133 1.1274
H -1.1517 0.0396 1.5536
H -1.9472 1.6942 1.4514

[10]
Here is one molecule with the formula C3H8FNS in a non-equilibrium geometry from the Open Molecules 2025 dataset. Energies are from ωB97M-V with the def2-TZVPD basis set.

The value obtained for the energy relative to the best compared isomer or geometry (same formula, charge and spin) is 43.4 kcal/mol. As for the SMILES: NC[C@H](F)CS.

Atoms and positions in Å:
C 0.1780 1.1817 -0.6955
C -0.1336 0.3846 0.5465
C -1.0456 -0.8588 0.5446
H 1.5298 -0.2129 -1.1645
H 0.7774 0.7140 -2.3911
H -0.7516 1.5396 -0.9740
H 0.7308 2.1232 -0.5409
H -0.1427 1.0255 1.4992
H -2.0757 -0.5704 0.4016
H -0.6075 -1.6673 -0.1882
H 0.6675 -1.7455 1.8718
N 0.5817 0.1834 -1.5833
F 1.0823 -0.2847 0.6185
S -0.7908 -1.8123 2.0554

[11]
Here is C26H29BN9O4SeSiY as an isolated structure in a non-equilibrium geometry from the Open Molecules 2025 dataset. Energies are from ωB97M-V with the def2-TZVPD basis set.

The value obtained for the energy relative to the best compared isomer or geometry (same formula, charge and spin) is 42.8 kcal/mol.

Atoms and positions in Å:
Y 0.1885 -0.2235 1.0013
C -3.9153 -1.1429 -0.7645
C -2.7968 -0.3137 -0.7484
N -2.0569 -0.5539 0.3289
N -2.6836 -1.5143 1.0254
C -3.8006 -1.8899 0.3898
B -2.1140 -2.0275 2.3523
N -0.8173 -2.8131 2.0291
C -0.3602 -3.9157 2.6321
C 0.8375 -4.2737 2.0433
C 1.0435 -3.3088 1.0606
N 0.0357 -2.4371 1.0624
N -1.7990 -0.7880 3.2327
C -2.0801 -0.6455 4.5339
C -1.6267 0.5879 4.9516
C -1.0692 1.1539 3.8094
N -1.1852 0.3202 2.7776
H -4.6863 -1.2014 -1.5050
H -2.5147 0.4594 -1.4405
H -4.4427 -2.6455 0.7962
H -2.8869 -2.7277 2.9134
H -0.9141 -4.3843 3.4242
H 1.4775 -5.0933 2.3037
H 1.8555 -3.2060 0.3561
H -2.5965 -1.4064 5.0847
H -1.6878 1.0130 5.9325
H -0.6095 2.1210 3.6896
O -0.8210 2.7358 -2.4513
C 0.4483 3.0958 -2.7530
C 0.6861 3.7932 -3.9336
C 1.9680 4.1867 -4.2613
C 3.0295 3.8766 -3.4212
C 2.8078 3.1673 -2.2601
C 1.5212 2.7581 -1.9147
C 1.3163 1.9373 -0.7094
O 0.1139 1.5037 -0.4012
N 2.3774 1.6777 -0.0128
N 2.1803 0.8665 1.0888
C 3.1188 0.9933 1.9804
C 3.1892 0.3296 3.2317
C 4.2702 0.6126 4.0863
C 4.3825 0.0199 5.3172
C 3.3926 -0.8709 5.7444
C 2.3242 -1.1667 4.9405
C 2.1819 -0.5974 3.6481
O 1.1827 -0.9099 2.8995
H -0.7623 2.2989 -1.5618
H -0.1558 4.0199 -4.5702
H 2.1328 4.7321 -5.1800
H 4.0296 4.1849 -3.6809
H 3.6148 2.9058 -1.5935
H 3.9223 1.6931 1.7451
H 5.0242 1.3121 3.7481
H 5.2217 0.2395 5.9594
H 3.4741 -1.3282 6.7213
H 1.5579 -1.8527 5.2700
C -2.3786 -1.9120 -4.6553
Si -1.6398 -0.1582 -4.5204
C -0.6137 0.3539 -6.0469
C -2.9632 1.1640 -4.1429
Se 0.1684 -0.0933 -2.9043
H -2.4586 -2.2087 -5.6967
H -3.3755 -1.9560 -4.2280
H -1.7682 -2.6483 -4.1410
H -1.2419 0.5518 -6.9093
H 0.0998 -0.4192 -6.3201
H -0.0597 1.2616 -5.8197
H -3.4074 1.5165 -5.0689
H -2.5186 2.0222 -3.6467
H -3.7648 0.7781 -3.5197
O -0.7586 -2.2164 -1.6491
N 0.1568 -1.3935 -1.6791

[12]
Here is one molecule with the formula C5H13NO in a non-equilibrium geometry from the Open Molecules 2025 dataset. Energies are from ωB97M-V with the def2-TZVPD basis set.

The value obtained for the energy relative to the best compared isomer or geometry (same formula, charge and spin) is 56.3 kcal/mol. As for the SMILES: C[C@H](N)CCCO.

Atoms and positions in Å:
C -1.6016 0.2781 1.3592
C -0.6674 0.9295 0.3279
C -0.2240 -0.0768 -0.7343
C 0.7538 -1.2860 -0.2804
C 2.2683 -0.9343 -0.1020
O 2.8251 -0.5517 -1.3294
N -1.6410 1.9050 -0.1498
H -2.2258 -0.4546 0.8199
H -0.8993 -0.3962 1.9810
H -2.1287 1.0282 1.9860
H 0.0264 1.5919 0.9093
H 0.0768 0.4195 -1.7370
H -1.1265 -0.7185 -0.7892
H 0.5456 -1.7085 0.7082
H 0.5985 -2.2205 -0.8829
H 2.9396 -1.7533 0.2305
H 2.3558 -0.0904 0.6555
H 2.2731 0.0651 -1.6583
H -2.6627 1.5876 -0.2177
H -1.4861 2.3859 -1.0964